Density functional theory data (ωB97M-V/def2-TZVPD) for a 6-piece molecular cluster, C52H116N6O4 overall.

Each line ends with the Mulliken charge.
CARTESIAN COORDINATES (ANGSTROEM)
N -2.303 -0.980 -2.112  1.025
O -1.852 0.120 -1.879  -0.676
O -2.602 -1.672 -1.162  -0.673
O -2.372 -1.428 -3.248  -0.677
C 1.882 1.418 -12.622  -1.159
C 2.648 0.102 -13.004  -0.756
C 2.444 -0.995 -11.965  -0.531
C 1.030 -1.422 -11.512  -0.947
N 0.887 -2.877 -11.029  0.173
C 0.919 -3.909 -12.225  -0.528
C 0.220 -5.183 -11.660  -0.649
C -0.800 -4.666 -10.698  -0.682
C -0.581 -3.148 -10.575  -0.554
C 1.845 -3.150 -9.812  -0.813
C 1.926 -1.996 -8.736  -0.092
C 2.222 -2.563 -7.389  -1.607
H 0.870 1.227 -12.264  0.303
H 1.698 2.078 -13.470  0.384
H 2.433 2.008 -11.890  0.310
H 3.687 0.282 -13.279  0.411
H 2.254 -0.282 -13.945  0.355
H 3.024 -0.609 -11.127  0.187
H 2.741 -1.902 -12.491  0.222
H 0.289 -1.302 -12.302  0.590
H 0.551 -0.870 -10.703  0.680
H 1.964 -4.144 -12.427  0.427
H 0.383 -3.397 -13.024  0.384
H 0.974 -5.869 -11.274  0.334
H -0.411 -5.724 -12.366  0.365
H -0.671 -5.044 -9.684  0.304
H -1.763 -4.956 -11.120  0.390
H -0.521 -2.847 -9.529  0.331
H -1.227 -2.548 -11.215  0.447
H 2.862 -3.211 -10.201  0.421
H 1.567 -4.135 -9.438  0.555
H 0.977 -1.465 -8.679  0.315
H 2.680 -1.232 -8.928  0.259
H 2.330 -1.753 -6.668  0.425
H 3.049 -3.265 -7.279  0.359
H 1.357 -3.060 -6.950  0.388
C -10.618 5.919 4.477  -1.349
C -9.363 5.734 3.528  -0.200
C -8.097 5.610 4.466  -0.559
C -6.624 5.881 3.925  -1.137
N -6.276 5.062 2.641  0.737
C -7.116 5.591 1.411  -0.604
C -6.099 5.895 0.353  -0.626
C -4.933 6.474 1.129  -0.677
C -4.840 5.539 2.240  -0.652
C -6.390 3.566 2.770  -1.186
C -5.766 3.010 4.009  -0.049
C -6.231 1.543 4.302  -1.215
H -10.865 4.939 4.883  0.354
H -11.405 6.339 3.851  0.392
H -10.525 6.655 5.276  0.355
H -9.297 6.604 2.875  0.241
H -9.405 4.824 2.930  0.220
H -8.121 4.553 4.729  0.179
H -8.062 6.225 5.366  0.464
H -5.927 5.577 4.706  0.517
H -6.397 6.925 3.704  0.576
H -7.842 4.815 1.166  0.295
H -7.568 6.547 1.674  0.279
H -5.711 5.024 -0.177  0.364
H -6.520 6.650 -0.310  0.414
H -4.020 6.603 0.547  0.353
H -5.213 7.452 1.519  0.314
H -4.296 4.595 2.272  0.457
H -4.402 6.092 3.070  0.319
H -6.012 3.066 1.878  0.384
H -7.460 3.357 2.763  0.406
H -6.148 3.580 4.857  0.192
H -4.687 3.101 3.885  0.406
H -6.280 1.546 5.391  0.336
H -5.476 0.917 3.825  0.372
H -7.220 1.430 3.859  0.329
C 8.637 2.523 1.896  -1.257
C 8.116 3.034 0.540  -0.678
C 7.022 4.077 0.735  -0.255
C 6.476 4.784 -0.508  -0.823
N 5.367 5.835 -0.239  0.440
C 6.031 7.152 0.303  -0.598
C 5.071 7.762 1.278  -0.696
C 4.423 6.545 1.936  -0.529
C 4.243 5.586 0.755  -0.815
C 4.701 6.254 -1.637  -0.934
C 3.827 5.095 -2.312  -0.203
C 2.978 5.594 -3.513  -1.469
H 9.661 2.176 1.757  0.382
H 8.012 1.666 2.149  0.307
H 8.749 3.371 2.571  0.391
H 7.628 2.257 -0.049  0.374
H 8.829 3.564 -0.090  0.421
H 7.597 4.804 1.308  0.315
H 6.258 3.609 1.356  0.284
H 6.017 4.034 -1.152  0.339
H 7.259 5.359 -1.003  0.294
H 6.377 7.771 -0.525  0.330
H 6.983 6.747 0.646  0.384
H 4.340 8.455 0.863  0.352
H 5.614 8.303 2.052  0.385
H 3.437 6.679 2.381  0.378
H 5.050 6.018 2.655  0.317
H 3.297 5.699 0.225  0.479
H 4.437 4.546 1.019  0.329
H 5.519 6.552 -2.293  0.476
H 4.092 7.139 -1.453  0.461
H 3.185 4.589 -1.592  0.445
H 4.526 4.362 -2.717  0.261
H 2.359 4.808 -3.945  0.393
H 3.649 5.944 -4.298  0.353
H 2.226 6.351 -3.291  0.367
C 3.098 -0.649 6.015  -1.293
C 3.382 -0.595 7.535  -0.498
C 4.748 -0.080 7.903  -0.531
C 5.026 -0.325 9.387  -0.854
N 6.489 0.029 9.860  0.098
C 6.928 1.490 9.517  -0.665
C 6.142 2.360 10.539  -0.563
C 5.762 1.412 11.779  -0.777
C 6.337 0.055 11.382  -0.638
C 7.557 -1.008 9.434  -0.663
C 7.344 -2.464 9.926  -0.367
C 8.103 -2.906 11.139  -1.327
H 3.882 -0.990 5.338  0.360
H 3.024 0.425 5.848  0.311
H 2.157 -1.167 5.832  0.348
H 3.312 -1.636 7.848  0.405
H 2.681 0.102 7.995  0.335
H 4.966 0.965 7.685  0.373
H 5.404 -0.640 7.236  0.323
H 4.862 -1.331 9.773  0.350
H 4.402 0.344 9.979  0.373
H 7.995 1.678 9.636  0.472
H 6.716 1.738 8.477  0.391
H 6.706 3.195 10.952  0.375
H 5.268 2.894 10.167  0.298
H 6.200 1.725 12.727  0.377
H 4.683 1.344 11.916  0.348
H 7.327 -0.075 11.818  0.516
H 5.734 -0.784 11.729  0.423
H 8.561 -0.656 9.669  0.490
H 7.402 -0.918 8.359  0.560
H 7.619 -3.069 9.063  0.408
H 6.339 -2.778 10.209  0.182
H 9.180 -2.781 11.027  0.359
H 7.843 -3.945 11.344  0.408
H 7.702 -2.449 12.043  0.295
C -7.502 -6.600 -1.767  -1.219
C -6.571 -7.696 -1.132  -0.554
N -6.030 -8.796 -2.062  0.174
C -5.081 -8.119 -3.064  -1.077
C -5.203 -9.852 -1.264  -0.279
C -4.034 -9.382 -0.327  -1.257
C -7.160 -9.502 -2.910  -0.546
C -8.048 -10.429 -2.183  -0.797
O -8.287 -9.879 -0.927  -0.196
C -9.169 -10.538 -0.083  -0.838
H -7.577 -5.780 -1.053  0.393
H -8.544 -6.920 -1.784  0.352
H -7.229 -6.276 -2.772  0.256
H -6.961 -8.130 -0.211  0.496
H -5.669 -7.197 -0.777  0.512
H -5.689 -7.456 -3.678  0.445
H -4.610 -8.905 -3.655  0.427
H -4.350 -7.533 -2.506  0.394
H -4.815 -10.412 -2.115  0.377
H -5.910 -10.500 -0.745  0.332
H -4.268 -8.575 0.368  0.328
H -3.092 -9.024 -0.741  0.372
H -3.678 -10.252 0.225  0.383
H -6.716 -10.030 -3.754  0.360
H -7.802 -8.741 -3.356  0.394
H -7.462 -11.328 -1.990  0.380
H -8.852 -10.679 -2.875  0.494
H -8.668 -11.427 0.300  0.318
H -10.087 -10.706 -0.647  0.321
H -9.210 -9.759 0.679  0.257

Calculated values
Frontier orbital gap, eV: 5.414
Energy above the lowest of the compared OMol25 structures with the same formula, charge and spin, kJ/mol: 176.1
Net charge: +4
Multiplicity: 1

---

Density functional theory data (ωB97M-V/def2-TZVPD) for a 12-piece molecular cluster, C52H123N5O12 overall.

Each line ends with the Mulliken charge.
CARTESIAN COORDINATES (ANGSTROEM)
C 2.726 -4.628 4.943  -1.531
C 3.801 -5.649 4.507  1.519
C 4.842 -4.918 3.593  -1.413
C 5.909 -4.079 4.346  -0.718
C 6.523 -4.998 5.399  -1.272
C 5.563 -5.612 6.445  1.654
N 4.482 -6.241 5.638  0.316
O 3.749 -7.295 6.282  -0.457
C 6.491 -6.624 7.153  -1.880
C 4.971 -4.642 7.464  -1.684
C 3.085 -6.670 3.642  -1.875
H 2.142 -4.834 5.839  0.255
H 1.921 -4.513 4.217  0.436
H 3.143 -3.629 5.066  0.292
H 5.269 -5.637 2.894  0.439
H 4.344 -4.259 2.882  0.437
H 5.439 -3.149 4.665  0.328
H 6.675 -3.751 3.643  0.389
H 7.245 -4.432 5.986  0.497
H 7.062 -5.770 4.850  0.394
H 7.428 -6.325 7.623  0.374
H 5.885 -7.187 7.863  0.383
H 6.898 -7.389 6.491  0.444
H 4.301 -5.123 8.177  0.332
H 5.720 -4.166 8.096  0.437
H 4.544 -3.726 7.055  0.296
H 3.730 -7.485 3.315  0.462
H 2.742 -6.250 2.697  0.435
H 2.198 -7.180 4.018  0.344
H 2.890 -6.903 6.455  0.369
C -2.177 -1.050 1.247  -1.709
C -3.499 -0.575 0.624  1.426
C -4.049 0.668 1.440  -1.368
C -3.242 1.958 1.322  -0.560
C -3.474 2.343 -0.084  -1.367
C -2.967 1.344 -1.185  1.587
N -3.301 -0.046 -0.784  0.666
O -2.796 -0.999 -1.707  -0.398
C -3.733 1.704 -2.417  -2.206
C -1.456 1.635 -1.532  -1.874
C -4.525 -1.765 0.590  -1.830
H -1.396 -0.335 0.987  0.336
H -1.789 -1.944 0.758  0.462
H -2.251 -1.278 2.311  0.375
H -5.055 0.828 1.052  0.463
H -4.100 0.388 2.492  0.495
H -2.203 1.728 1.557  0.370
H -3.742 2.752 1.876  0.359
H -2.776 3.169 -0.220  0.332
H -4.507 2.675 -0.185  0.472
H -4.774 1.552 -2.130  0.516
H -3.457 2.700 -2.764  0.409
H -3.538 0.957 -3.186  0.372
H -0.913 1.646 -0.586  0.353
H -1.129 0.783 -2.128  0.487
H -1.363 2.556 -2.107  0.453
H -4.005 -2.669 0.272  0.370
H -5.444 -1.690 0.010  0.335
H -4.896 -1.861 1.611  0.399
H -1.842 -1.001 -1.603  0.262
C 6.347 -0.472 -1.293  -1.646
C 4.909 -0.315 -1.744  1.829
C 4.696 0.982 -2.498  -1.294
C 5.361 1.060 -3.805  -0.789
C 4.679 -0.117 -4.666  -1.475
C 4.809 -1.508 -4.036  1.731
N 4.512 -1.447 -2.605  0.384
O 4.675 -2.729 -1.973  -0.373
C 3.843 -2.420 -4.812  -2.094
C 6.289 -1.959 -4.330  -1.658
C 3.953 -0.262 -0.567  -2.145
H 7.055 -0.362 -2.115  0.296
H 6.466 -1.422 -0.773  0.417
H 6.516 0.439 -0.719  0.451
H 3.690 1.310 -2.762  0.259
H 5.042 1.794 -1.859  0.561
H 6.446 0.973 -3.769  0.319
H 5.163 1.996 -4.327  0.427
H 5.072 -0.056 -5.681  0.441
H 3.646 0.079 -4.951  0.495
H 3.856 -3.496 -4.637  0.363
H 2.838 -2.183 -4.465  0.525
H 3.757 -2.189 -5.874  0.337
H 6.338 -2.053 -5.415  0.439
H 7.042 -1.204 -4.109  0.349
H 6.736 -2.827 -3.846  0.359
H 2.899 -0.167 -0.827  0.457
H 4.098 0.436 0.257  0.359
H 3.885 -1.208 -0.030  0.385
H 5.628 -2.842 -1.989  0.289
C -2.205 -1.045 10.637  -2.218
C -1.673 -0.518 9.303  1.900
C -2.489 0.712 8.884  -1.387
C -1.922 1.705 7.817  -0.704
C -0.451 1.956 8.216  -1.345
C 0.511 0.792 8.640  1.775
N -0.246 -0.125 9.623  0.224
O 0.479 -1.212 10.110  -0.458
C 0.878 0.131 7.329  -1.839
C 1.744 1.475 9.244  -1.913
C -1.851 -1.663 8.222  -1.774
H -1.896 -2.043 10.948  0.425
H -3.287 -1.164 10.576  0.495
H -2.066 -0.361 11.474  0.481
H -3.438 0.330 8.508  0.445
H -2.782 1.192 9.817  0.443
H -2.486 2.633 7.729  0.421
H -2.108 1.439 6.777  0.338
H -0.536 2.644 9.057  0.369
H 0.069 2.363 7.349  0.482
H 0.095 -0.204 6.648  0.300
H 1.496 0.764 6.692  0.449
H 1.444 -0.771 7.561  0.411
H 2.507 0.712 9.403  0.416
H 2.264 2.279 8.724  0.358
H 1.575 1.935 10.217  0.437
H -2.630 -2.388 8.458  0.422
H -0.953 -2.280 8.192  0.389
H -2.013 -1.288 7.211  0.309
H 0.460 -1.028 11.052  0.350
C 1.025 5.479 -11.144  -1.712
C 0.784 3.980 -10.790  1.247
C 2.205 3.199 -10.895  -1.109
C 2.293 1.791 -10.224  -0.773
C 1.699 1.899 -8.820  -1.227
C 0.254 2.474 -8.772  1.519
N 0.308 3.768 -9.421  0.450
O -0.774 4.561 -9.060  -0.478
C -0.781 1.405 -9.284  -1.731
C 0.076 2.775 -7.233  -2.073
C -0.296 3.348 -11.775  -1.599
H 1.193 5.576 -12.217  0.372
H 1.976 5.793 -10.714  0.405
H 0.236 6.165 -10.836  0.362
H 2.472 2.978 -11.928  0.383
H 2.968 3.919 -10.599  0.413
H 3.298 1.380 -10.320  0.400
H 1.649 1.117 -10.789  0.294
H 2.392 2.427 -8.165  0.439
H 1.632 0.893 -8.404  0.466
H -0.908 0.672 -8.486  0.456
H -1.678 1.964 -9.550  0.399
H -0.479 0.856 -10.176  0.310
H 0.634 3.619 -6.826  0.405
H -0.989 2.870 -7.022  0.443
H 0.265 1.835 -6.716  0.504
H -0.291 2.259 -11.801  0.299
H -0.178 3.657 -12.814  0.438
H -1.289 3.727 -11.531  0.345
H -0.386 5.115 -8.378  0.348
C -7.068 -0.950 -4.822  -0.677
O -6.755 -1.389 -3.489  -0.431
H -7.032 0.135 -4.924  0.297
H -6.498 -1.347 -5.662  0.291
H -8.080 -1.165 -5.165  0.260
H -5.858 -1.167 -3.229  0.267
C 0.762 5.847 0.732  -0.510
O 1.783 6.740 0.552  -0.514
H 0.442 5.347 -0.183  0.174
H 0.868 5.097 1.516  0.246
H -0.031 6.541 1.012  0.289
H 1.763 6.944 -0.386  0.318
C -6.801 6.123 1.857  -0.485
O -7.424 7.404 1.851  -0.512
H -6.993 5.577 2.781  0.268
H -7.294 5.598 1.039  0.210
H -5.733 6.278 1.701  0.228
H -7.102 7.835 2.646  0.293
C 0.393 -5.035 -2.144  -0.603
O 0.759 -3.773 -1.590  -0.418
H -0.622 -4.865 -2.501  0.211
H 0.860 -5.373 -3.069  0.278
H 0.339 -5.729 -1.305  0.264
H 1.690 -3.566 -1.704  0.275
C -11.047 -2.373 -2.204  -0.495
O -9.994 -2.068 -1.343  -0.494
H -11.362 -1.544 -2.838  0.229
H -10.614 -3.079 -2.913  0.219
H -11.925 -2.734 -1.669  0.234
H -9.144 -2.077 -1.789  0.296
C -2.000 7.264 -5.113  -0.456
O -0.904 7.209 -5.965  -0.485
H -1.703 7.370 -4.070  0.187
H -2.630 8.060 -5.510  0.298
H -2.466 6.289 -5.255  0.160
H -0.824 8.049 -6.422  0.302
C -7.549 0.027 5.601  -0.474
O -8.623 -0.647 6.088  -0.507
H -7.802 0.235 4.561  0.233
H -7.416 0.995 6.084  0.234
H -6.621 -0.543 5.646  0.183
H -9.113 -0.954 5.322  0.332

Calculated values
Frontier orbital gap, eV: 7.887
Energy above the lowest of the compared OMol25 structures with the same formula, charge and spin, kJ/mol: 477.4
Multiplicity: 1